Entry 1:
Density functional theory data (wB97M-V/def2-TZVPD) for a structure of composition C31H33GeN7NiO6.

Last column: Mulliken charge in e.
CARTESIAN COORDINATES (ANGSTROEM)
Ni 0.30322 0.01468 0.44725  -0.133
O -0.97441 3.80215 2.67457  -0.466
C -0.27624 3.10828 1.78368  0.092
O 0.89617 2.86144 1.84583  -0.531
C -1.10662 2.71184 0.59598  0.730
C -2.09944 3.55682 0.13315  -0.589
C -2.64209 3.34251 -1.12615  -0.480
C -2.14060 2.31083 -1.90022  -0.642
C -1.19681 1.47356 -1.33888  0.849
N -0.71822 1.63018 -0.09673  0.131
C -0.59096 0.36408 -2.14666  0.441
O -0.64887 0.31457 -3.33887  -0.512
O 0.04260 -0.55586 -1.40298  -1.232
H -0.37845 4.13236 3.36702  0.399
H -2.39737 4.39828 0.74218  0.534
H -3.40904 4.00027 -1.51159  0.491
H -2.46032 2.13132 -2.91716  0.529
C 5.11033 -2.58874 2.69188  -1.273
C 4.44053 -3.95975 2.69394  0.807
C 3.54234 -4.14435 3.91392  -1.357
C 3.68553 -4.23866 1.39360  -1.342
N 2.57772 -3.29562 1.17423  0.790
C 2.59849 -2.04358 0.73912  -0.564
N 1.36703 -1.58966 0.78183  0.731
N 0.59051 -2.59379 1.26676  -0.039
N 1.31325 -3.61181 1.49738  -0.648
H 5.79993 -2.50622 3.53057  0.434
H 4.37489 -1.78618 2.81001  0.144
H 5.68322 -2.41218 1.77855  0.362
H 5.22408 -4.72168 2.71870  0.340
H 2.72924 -3.41320 3.92324  0.196
H 4.11759 -4.00414 4.82821  0.425
H 3.10007 -5.14025 3.94313  0.374
H 3.22423 -5.22385 1.41290  0.405
H 4.34278 -4.17054 0.52729  0.415
H 3.47102 -1.51960 0.38593  0.739
Ge 0.62458 -2.12906 -2.52478  0.724
C -0.92678 -2.76211 -3.43603  0.425
C -1.65517 -3.77224 -2.80608  -0.195
C -2.74918 -4.33676 -3.44705  -0.674
C -3.10379 -3.90025 -4.71556  -0.460
C -2.37361 -2.90134 -5.34847  -0.743
C -1.28593 -2.32657 -4.71167  -0.096
C 2.26433 -1.51289 -3.29311  0.417
C 3.41009 -2.22376 -2.92725  -0.383
C 4.64424 -1.88174 -3.46238  -0.669
C 4.73750 -0.82415 -4.35578  -0.513
C 3.60135 -0.11532 -4.72388  -0.774
C 2.36325 -0.45886 -4.20119  0.067
H 0.92648 -3.05557 -1.33599  -0.645
H -1.37062 -4.12816 -1.82228  0.356
H -3.31490 -5.12027 -2.96160  0.409
H -3.95142 -4.34572 -5.21901  0.406
H -2.65023 -2.57323 -6.34129  0.420
H -0.72191 -1.54773 -5.20799  0.337
H 3.34045 -3.06348 -2.24280  0.515
H 5.52749 -2.44527 -3.19254  0.417
H 5.69790 -0.55660 -4.77538  0.417
H 3.67757 0.70105 -5.42940  0.426
H 1.48165 0.08826 -4.50748  0.448
O -5.58320 -0.13393 4.27890  -0.520
C -4.62752 -0.62341 5.18655  -0.396
N -3.36013 -0.27654 4.56558  -0.124
C -2.18809 -0.61357 5.13406  0.027
O -2.09278 -1.22794 6.17554  -0.602
C -0.93619 -0.20273 4.39568  0.103
C 0.22035 0.01387 5.13253  -0.037
C 1.39632 0.33593 4.47526  -1.220
C 1.39251 0.40536 3.09692  -0.358
N 0.28447 0.16829 2.38373  0.577
C -0.85937 -0.12643 3.01754  -0.155
H -6.46554 -0.25122 4.64454  0.321
H -4.68005 -1.70720 5.31226  0.298
H -4.70556 -0.15111 6.16972  0.310
H -3.42200 0.37383 3.79986  0.240
H 0.17841 -0.08634 6.20986  0.538
H 2.31075 0.52897 5.01770  0.567
H 2.28338 0.66224 2.54154  0.650
H -1.71742 -0.34654 2.39270  0.594

Properties
charge: +2
HOMO-LUMO gap (alpha / beta): 7.351 / 7.419 eV


Entry 2:
Density functional theory data (wB97M-V/def2-TZVPD) for a structure of composition C31H33IN5O5RuS.

Last column: Mulliken spin population.
CARTESIAN COORDINATES (ANGSTROEM)
Ru -1.01360 -1.13598 1.56582  1.106
O 2.12932 -4.40575 1.73088  0.002
C 1.13916 -3.58390 1.48339  -0.022
O 0.44465 -3.07418 2.35091  0.030
C 0.91028 -3.31366 0.03887  0.023
C 1.68969 -3.82845 -0.98978  0.004
C 1.33426 -3.52899 -2.29973  0.000
C 0.24897 -2.69543 -2.54377  0.004
C -0.46265 -2.19856 -1.45657  0.013
N -0.14392 -2.52678 -0.20083  0.004
C -1.63395 -1.26574 -1.53133  -0.008
O -1.84442 -0.59746 -2.63122  0.000
O -2.34255 -1.12416 -0.53928  0.026
H 2.25317 -4.57404 2.68108  -0.002
H 2.53572 -4.45285 -0.75497  0.000
H 1.89363 -3.93858 -3.12466  0.000
H -0.04097 -2.44971 -3.55284  0.000
H -1.01043 -0.47330 -3.19889  0.002
I -1.95612 0.39596 3.79346  -0.001
C -3.54648 -1.01918 4.08789  0.003
C -4.48652 -0.75000 5.05055  -0.016
C -5.49333 -1.69149 5.28175  0.010
C -5.51764 -2.86827 4.57054  -0.017
C -4.55318 -3.14415 3.58173  0.019
C -4.55813 -4.35339 2.85806  -0.050
C -3.61368 -4.59911 1.89028  0.015
C -2.63432 -3.64199 1.59868  -0.104
C -2.59116 -2.44527 2.28232  0.013
C -3.52977 -2.18055 3.30051  0.047
H -4.45086 0.16521 5.62276  0.001
H -6.24142 -1.48870 6.03005  0.000
H -6.28225 -3.60573 4.76428  -0.001
H -5.31571 -5.08905 3.08362  -0.001
H -3.62251 -5.52940 1.34410  0.000
H -1.91493 -3.86333 0.81805  -0.009
C 3.82936 1.23326 0.77819  0.000
N 2.84325 1.87392 1.59539  -0.006
C 2.88854 3.30397 1.84731  0.001
C 1.74069 3.52562 2.84903  0.000
N 1.14281 2.20154 2.93475  -0.004
C 1.84360 1.29520 2.25292  -0.005
S 1.54891 -0.37910 2.22162  -0.067
H 4.82355 1.55152 1.09125  0.000
H 3.68866 1.49758 -0.27309  0.000
H 3.74775 0.15381 0.89884  0.000
H 2.74683 3.85558 0.91359  -0.001
H 3.86097 3.58422 2.25651  0.000
H 1.00576 4.25277 2.49624  0.000
H 2.11053 3.84996 3.82583  0.000
H 0.42679 1.97425 3.60537  0.001
C 1.74542 2.04373 -5.87169  0.000
C 2.51295 1.47160 -4.68615  0.000
N 1.89736 1.82612 -3.40933  0.000
C 2.46114 2.92562 -2.64968  0.001
C 2.33829 4.27321 -3.34996  0.000
C 0.85690 1.11788 -2.99464  0.002
O 0.44471 0.10354 -3.57338  0.001
C 0.09625 1.55012 -1.76865  0.005
C -0.86743 2.55509 -1.83839  0.001
C -1.71974 2.73217 -0.76157  -0.006
C -1.61758 1.87600 0.32505  -0.005
N -0.68678 0.93081 0.40565  -0.008
C 0.15884 0.78337 -0.61162  0.011
H 2.18592 1.67316 -6.79145  0.000
H 1.78090 3.12779 -5.88458  0.000
H 0.70644 1.72857 -5.84241  0.000
H 3.53878 1.83853 -4.67541  0.000
H 2.52173 0.38169 -4.76163  0.000
H 3.52073 2.70461 -2.47399  0.000
H 1.95292 2.96507 -1.68191  -0.001
H 2.92295 4.29040 -4.26381  0.000
H 2.71216 5.05336 -2.69351  0.000
H 1.30219 4.49337 -3.58872  0.000
H -0.94708 3.17049 -2.72128  0.000
H -2.47573 3.49853 -0.77343  0.000
H -2.29512 1.96257 1.16470  -0.002
H 0.92653 0.02446 -0.50770  -0.010

Properties
charge: +2
HOMO-LUMO gap (alpha / beta): 5.666 / 6.667 eV
multiplicity: 2


Entry 3:
Density functional theory data (wB97M-V/def2-TZVPD) for a structure of composition C31H33MgN5OS2.

Last column: Mulliken charge in e.
CARTESIAN COORDINATES (ANGSTROEM)
Mg -0.35832 -1.73447 0.68717  0.473
C 1.44326 -4.66167 -1.44961  -1.267
N 1.10374 -3.94393 -0.23068  1.316
C 0.56147 -4.79687 0.79585  -0.765
C -0.92226 -5.05833 0.52961  -1.426
N -1.69915 -3.84501 0.19806  1.328
C -1.87535 -3.66883 -1.24229  -1.405
C -2.89673 -3.73644 0.97463  -0.375
C -4.15403 -3.95511 0.42601  -0.294
C -5.30856 -3.83530 1.18885  -0.767
C -5.19892 -3.50485 2.53164  -0.527
C -3.95185 -3.28578 3.09013  -0.670
C -2.76999 -3.37885 2.33681  0.644
S -1.24294 -3.03408 3.07641  -0.386
C 2.11073 -2.99768 0.13450  -0.617
C 3.00135 -3.21128 1.18300  -0.329
C 4.00164 -2.29160 1.46331  -0.831
C 4.13336 -1.16165 0.66349  -0.572
C 3.24826 -0.92630 -0.37410  -0.843
C 2.19203 -1.80933 -0.65176  0.445
S 0.99952 -1.44236 -1.85981  -0.275
H 2.30083 -5.33496 -1.29007  0.278
H 1.68744 -3.94209 -2.22921  0.327
H 0.59199 -5.25865 -1.78468  0.392
H 0.62259 -4.28177 1.75112  0.253
H 1.09130 -5.76215 0.88219  0.315
H -1.33407 -5.51021 1.43227  0.405
H -1.03895 -5.78566 -0.28578  0.421
H -2.26260 -4.57552 -1.73401  0.318
H -0.91995 -3.40240 -1.69590  0.323
H -2.56891 -2.84771 -1.42093  0.349
H -4.24792 -4.22839 -0.61802  0.356
H -6.27708 -3.99643 0.73083  0.356
H -6.09051 -3.40257 3.14086  0.357
H -3.85754 -3.00929 4.13245  0.369
H 2.91377 -4.10083 1.79809  0.329
H 4.66934 -2.45938 2.29965  0.363
H 4.91997 -0.44486 0.86981  0.378
H 3.32126 -0.02524 -0.96745  0.458
N 0.65787 5.73304 -2.25468  0.023
C 1.42830 6.86736 -2.35439  0.540
C 1.23874 8.07280 -2.99171  -0.891
C 2.24604 9.04853 -2.86832  -0.432
C 3.39037 8.78145 -2.13090  -0.311
C 3.58822 7.55539 -1.49003  -0.815
C 2.59700 6.57173 -1.58575  0.369
N 2.52741 5.33312 -1.04406  -0.761
C 1.33076 4.80562 -1.42638  -0.123
C 0.79043 3.58845 -1.07793  0.763
C 1.48564 2.63666 -0.22653  -0.961
C 0.84934 1.58543 0.30651  -0.588
N -0.53882 1.38392 0.12497  0.671
C -1.09029 2.03634 -0.98530  -0.435
C -0.49263 3.09720 -1.55292  -0.658
H -0.25673 5.60186 -2.63649  0.150
H 0.34056 8.26736 -3.56966  0.326
H 2.11892 10.01279 -3.34858  0.334
H 4.14994 9.55346 -2.04771  0.328
H 4.49013 7.36467 -0.92052  0.382
H 2.54408 2.78017 -0.04691  0.434
H 1.34950 0.84565 0.91610  0.651
H -2.00823 1.62358 -1.37987  0.246
H -0.97583 3.54637 -2.41675  0.193
C -0.93285 1.23017 2.98368  -1.043
O -0.68305 0.13739 2.10904  -0.130
C -1.18355 0.24900 0.74550  0.432
C -2.69857 0.42874 0.74952  -2.094
H -1.93240 1.15729 3.42736  0.249
H -0.83728 2.18282 2.45653  0.370
H -0.19050 1.19075 3.78177  0.238
H -2.99383 1.46717 0.96400  0.461
H -3.11732 -0.22658 1.51692  0.495
H -3.12960 0.13810 -0.20891  0.381

Properties
charge: -2
HOMO-LUMO gap: 3.362 eV


Result set for E: -152945.135; -71875.729; -69296.660 eV, one per record in the order listed.